[1]
A cluster of 10 separate species, C44H77ClF5NO12P2 in total in a non-equilibrium geometry, computed with wB97M-V/def2-TZVPD.

Summary:
- highest occupied orbital energy (eV) = -8.46
- electronic energy (eV) = -117625.699
- LUMO energy (Ha) = 0.0048
- SMILES = CP(C)[C@](CCCCCN)(OC(=O)C(F)(F)c1cccc(C(F)(F)F)c1)P(O)Cl.CC(C)=O.CC(C)=O.CC(C)=O.CC(C)=O.CC(C)=O.CC(C)=O.CC(C)=O.CC(C)=O.CC(C)=O

Last column: Löwdin charge in e.
CARTESIAN COORDINATES (ANGSTROEM)
C: -1.649 2.253 5.387  -0.29
P: -0.472 2.343 3.988  0.92
C: 1.102 2.114 4.903  -0.28
C: -0.592 0.682 3.061  -0.68
C: -1.090 -0.493 3.924  -0.19
C: -2.597 -0.609 4.191  -0.25
C: -2.890 -1.339 5.509  -0.21
C: -4.405 -1.498 5.730  -0.22
C: -4.782 -2.744 6.521  -0.28
N: -4.404 -4.005 5.836  0.01
O: 0.779 0.327 2.680  -0.07
C: 1.097 0.231 1.362  -0.44
O: 0.954 -0.791 0.750  0.17
C: 1.821 1.422 0.676  -0.40
F: 1.504 1.390 -0.642  0.11
F: 3.153 1.075 0.782  0.09
C: 1.639 2.812 1.216  -0.14
C: 2.533 3.329 2.144  -0.03
C: 2.369 4.627 2.605  -0.05
C: 1.331 5.420 2.140  0.00
C: 0.440 4.896 1.215  -0.12
C: -0.715 5.713 0.718  -0.56
F: -1.048 5.397 -0.555  0.12
F: -0.450 7.036 0.747  0.13
F: -1.823 5.517 1.466  0.13
C: 0.598 3.602 0.750  0.01
P: -1.532 0.991 1.458  0.62
O: -2.187 -0.470 1.138  -0.32
Cl: -3.170 2.016 2.107  0.33
H: -1.234 2.858 6.196  0.05
H: -1.795 1.250 5.787  0.02
H: -2.614 2.649 5.075  0.03
H: 1.372 3.084 5.320  0.04
H: 1.022 1.371 5.702  0.05
H: 1.896 1.799 4.232  0.02
H: -0.559 -0.485 4.880  0.11
H: -0.771 -1.407 3.412  0.12
H: -3.095 -1.171 3.401  0.11
H: -3.086 0.362 4.247  0.06
H: -2.399 -2.315 5.511  0.11
H: -2.507 -0.733 6.337  0.10
H: -4.783 -0.609 6.240  0.11
H: -4.914 -1.539 4.760  0.11
H: -4.307 -2.714 7.506  0.11
H: -5.860 -2.763 6.667  0.08
H: -4.252 -3.791 4.856  0.06
H: -3.515 -4.328 6.204  0.01
H: 3.361 2.732 2.500  0.13
H: 3.061 5.039 3.329  0.11
H: 1.225 6.437 2.490  0.12
H: -0.093 3.204 0.020  0.11
H: -1.477 -1.131 1.121  0.06
C: 4.021 2.766 -1.864  -0.03
C: 4.574 3.408 -3.115  -0.50
C: 3.970 2.954 -4.418  -0.02
O: 5.450 4.241 -3.066  0.06
H: 4.528 3.176 -0.992  0.08
H: 2.953 2.968 -1.789  0.07
H: 4.170 1.687 -1.896  0.09
H: 2.899 3.166 -4.420  0.08
H: 4.110 1.884 -4.561  0.06
H: 4.442 3.488 -5.241  0.08
C: 3.360 -1.785 -7.316  -0.02
C: 4.002 -0.564 -6.703  -0.49
C: 5.362 -0.214 -7.237  -0.02
O: 3.453 0.073 -5.832  0.05
H: 2.390 -1.962 -6.855  0.08
H: 3.222 -1.638 -8.388  0.09
H: 4.001 -2.655 -7.162  0.07
H: 5.306 -0.036 -8.313  0.09
H: 6.031 -1.060 -7.061  0.05
H: 5.743 0.678 -6.743  0.08
C: 0.298 8.054 -2.662  -0.02
C: 0.943 7.598 -3.947  -0.49
C: 1.557 6.219 -3.948  -0.02
O: 0.971 8.303 -4.929  0.06
H: -0.101 9.057 -2.790  0.08
H: -0.509 7.375 -2.387  0.07
H: 1.032 8.057 -1.855  0.09
H: 0.795 5.468 -3.730  0.09
H: 2.344 6.160 -3.194  0.09
H: 1.989 6.016 -4.926  0.08
C: -2.027 -5.708 9.046  -0.01
C: -1.621 -6.179 7.671  -0.49
C: -0.811 -7.449 7.597  -0.02
O: -1.932 -5.568 6.676  0.06
H: -2.605 -4.790 8.962  0.08
H: -2.633 -6.470 9.538  0.09
H: -1.141 -5.523 9.655  0.09
H: -1.371 -8.276 8.036  0.09
H: 0.122 -7.331 8.152  0.09
H: -0.585 -7.678 6.558  0.08
C: 2.745 10.203 -6.986  -0.03
C: 3.395 9.718 -8.255  -0.51
C: 3.985 8.327 -8.215  -0.03
O: 3.443 10.396 -9.256  0.06
H: 2.360 11.210 -7.134  0.08
H: 1.928 9.540 -6.704  0.06
H: 3.474 10.212 -6.173  0.09
H: 3.206 7.601 -7.976  0.08
H: 4.756 8.270 -7.445  0.08
H: 4.421 8.087 -9.182  0.08
C: -9.480 -2.543 5.073  -0.02
C: -8.670 -1.303 5.357  -0.48
C: -9.321 0.029 5.067  -0.02
O: -7.545 -1.374 5.795  0.07
H: -8.892 -3.420 5.331  0.05
H: -10.399 -2.532 5.662  0.09
H: -9.745 -2.577 4.014  0.09
H: -10.231 0.138 5.659  0.08
H: -9.588 0.092 4.011  0.08
H: -8.633 0.835 5.312  0.08
C: 7.065 -4.618 -9.048  -0.01
C: 7.775 -3.364 -8.602  -0.49
C: 9.136 -3.099 -9.197  -0.02
O: 7.275 -2.606 -7.803  0.05
H: 6.102 -4.696 -8.547  0.07
H: 6.911 -4.597 -10.128  0.09
H: 7.667 -5.495 -8.803  0.09
H: 9.060 -3.021 -10.283  0.09
H: 9.814 -3.919 -8.957  0.09
H: 9.536 -2.172 -8.796  0.08
C: -9.039 -7.090 3.862  -0.02
C: -7.992 -6.588 4.829  -0.50
C: -6.860 -7.530 5.160  -0.02
O: -8.050 -5.485 5.315  0.07
H: -9.793 -6.321 3.708  0.08
H: -8.577 -7.339 2.905  0.08
H: -9.516 -7.988 4.258  0.08
H: -6.317 -7.795 4.252  0.08
H: -7.252 -8.445 5.609  0.08
H: -6.181 -7.042 5.855  0.08
C: 3.213 -4.662 -4.795  -0.02
C: 3.240 -5.864 -5.706  -0.50
C: 2.445 -7.070 -5.266  -0.02
O: 3.867 -5.861 -6.740  0.06
H: 3.823 -3.876 -5.232  0.06
H: 2.189 -4.302 -4.677  0.09
H: 3.612 -4.923 -3.814  0.09
H: 1.392 -6.806 -5.161  0.08
H: 2.809 -7.426 -4.301  0.08
H: 2.546 -7.863 -6.004  0.08



[2]
A cluster of 3 separate species, C44H79BF7IN9O3 in total in a non-equilibrium geometry, computed with wB97M-V/def2-TZVPD.

Summary:
- multiplicity = 3
- expectation value of S² = 2.008
- highest occupied orbital energy (alpha / beta) (eV) = -9.35 / -10.38
- electronic energy (eV) = -94255.837
- LUMO energy (alpha / beta) (Ha) = -0.0906 / -0.0906
- net charge = +1

Last column: Löwdin charge in e.
CARTESIAN COORDINATES (ANGSTROEM)
N: 8.862 -4.371 5.303  0.13
C: 9.894 -4.041 4.637  -0.53
N: 11.205 -4.604 4.782  0.09
N: 9.831 -3.096 3.625  0.03
C: 8.494 -2.609 3.308  -0.22
C: 8.372 -2.182 1.825  -0.16
C: 7.347 -3.010 1.053  -0.17
C: 5.950 -2.373 0.985  -0.14
C: 5.401 -2.058 2.386  -0.28
C: 4.553 -3.173 3.006  -0.11
B: 5.223 -4.646 2.966  -0.59
N: 5.199 -5.454 1.766  0.19
O: 5.828 -5.151 4.073  0.18
N: 3.231 -3.249 2.308  0.16
C: 2.431 -1.966 2.222  -0.26
C: 2.413 -1.651 0.711  -0.10
C: 1.599 -2.633 -0.147  -0.24
N: 2.411 -3.035 -1.309  0.01
C: 1.030 -2.270 2.734  -0.16
C: 0.837 -3.181 3.796  -0.04
C: -0.428 -3.462 4.298  -0.05
C: -1.551 -2.829 3.756  -0.04
C: -1.380 -1.930 2.698  -0.03
C: -0.113 -1.650 2.199  -0.03
C: 3.174 -0.885 3.063  -0.15
C: 2.362 0.411 3.259  -0.38
F: 3.167 1.472 3.479  0.05
F: 1.661 0.743 2.152  0.13
C: 1.358 0.414 4.479  -0.34
F: 1.339 -0.762 5.113  0.15
F: 0.126 0.674 4.040  0.17
C: 1.658 1.495 5.558  -0.62
F: 0.812 1.282 6.553  0.20
F: 1.450 2.696 5.097  0.22
F: 2.874 1.381 6.031  0.17
C: 4.666 -0.670 2.599  -0.54
I: 5.706 0.099 4.392  1.19
C: 4.805 0.305 1.435  -0.21
C: 6.146 1.041 1.242  -0.21
C: 6.169 2.496 1.764  -0.21
C: 7.428 2.877 2.539  -0.22
C: 8.751 2.378 1.922  -0.26
N: 9.338 1.256 2.683  0.00
H: 9.113 -5.112 5.950  0.06
H: 11.122 -5.605 4.898  0.08
H: 11.651 -4.234 5.612  0.08
H: 10.492 -2.344 3.753  0.14
H: 7.791 -3.406 3.502  0.07
H: 8.262 -1.744 3.928  0.08
H: 8.192 -1.115 1.745  0.07
H: 9.345 -2.361 1.373  0.11
H: 7.305 -4.028 1.427  0.10
H: 7.679 -3.093 0.020  0.12
H: 6.029 -1.524 0.317  0.11
H: 5.323 -3.104 0.467  0.10
H: 6.263 -2.086 3.037  0.04
H: 4.428 -2.935 4.059  0.14
H: 4.294 -5.853 1.543  0.09
H: 5.865 -6.211 1.865  0.10
H: 6.158 -4.478 4.684  0.10
H: 3.458 -3.566 1.364  0.14
H: 2.674 -3.997 2.721  0.15
H: 3.426 -1.713 0.329  0.09
H: 2.088 -0.639 0.516  0.13
H: 1.294 -3.512 0.430  0.11
H: 0.686 -2.180 -0.512  0.12
H: 1.880 -3.654 -1.910  0.08
H: 3.214 -3.572 -0.998  0.05
H: 1.685 -3.664 4.269  0.12
H: -0.552 -4.147 5.121  0.11
H: -2.541 -3.015 4.137  0.11
H: -2.235 -1.429 2.272  0.10
H: -0.023 -0.939 1.395  0.11
H: 3.285 -1.256 4.078  0.10
H: 4.622 -0.208 0.499  0.09
H: 4.038 1.070 1.463  0.11
H: 6.290 1.098 0.163  0.12
H: 6.988 0.474 1.625  0.06
H: 5.315 2.607 2.429  0.08
H: 6.024 3.186 0.939  0.11
H: 7.475 3.965 2.563  0.10
H: 7.383 2.564 3.576  0.06
H: 9.446 3.215 1.915  0.10
H: 8.581 2.077 0.892  0.11
H: 9.675 0.550 2.044  0.05
H: 10.117 1.576 3.236  0.07
C: -7.126 1.528 -2.052  -0.01
C: -6.354 0.200 -1.929  -0.48
C: -6.896 -0.646 -0.772  -0.14
C: -6.492 -0.127 0.605  -0.17
C: -4.972 0.006 0.693  -0.14
C: -4.386 0.876 -0.420  -0.49
N: -4.887 0.433 -1.758  -0.08
O: -4.207 -0.579 -2.181  -0.03
C: -4.719 2.355 -0.140  -0.03
C: -2.866 0.777 -0.409  -0.05
C: -6.611 -0.540 -3.236  -0.04
H: -8.189 1.359 -1.875  0.09
H: -6.813 2.303 -1.361  0.05
H: -7.018 1.946 -3.054  0.07
H: -6.529 -1.673 -0.879  0.12
H: -7.982 -0.697 -0.853  0.12
H: -6.979 0.830 0.811  0.11
H: -6.841 -0.819 1.374  0.11
H: -4.684 0.430 1.658  0.12
H: -4.530 -0.995 0.640  0.12
H: -4.535 2.971 -1.020  0.10
H: -4.084 2.727 0.665  0.08
H: -5.743 2.515 0.190  0.06
H: -2.523 -0.254 -0.490  0.07
H: -2.481 1.181 0.529  0.08
H: -2.427 1.349 -1.227  0.09
H: -6.156 -0.018 -4.077  0.08
H: -7.688 -0.586 -3.405  0.09
H: -6.227 -1.559 -3.221  0.08
C: -10.727 4.616 -6.316  -0.02
C: -9.251 4.820 -5.917  -0.49
C: -8.539 5.745 -6.908  -0.14
C: -8.228 5.082 -8.246  -0.17
C: -7.427 3.800 -8.026  -0.13
C: -8.118 2.821 -7.076  -0.49
N: -8.530 3.513 -5.811  -0.08
O: -7.532 3.610 -5.001  -0.04
C: -9.320 2.173 -7.792  -0.04
C: -7.169 1.680 -6.727  -0.05
C: -9.289 5.499 -4.554  -0.05
H: -11.149 5.555 -6.674  0.09
H: -10.886 3.880 -7.097  0.05
H: -11.312 4.290 -5.455  0.09
H: -7.600 6.087 -6.461  0.12
H: -9.150 6.636 -7.059  0.12
H: -9.151 4.877 -8.795  0.11
H: -7.649 5.769 -8.867  0.11
H: -7.249 3.296 -8.978  0.13
H: -6.444 4.064 -7.622  0.13
H: -9.971 1.664 -7.081  0.09
H: -8.961 1.430 -8.504  0.09
H: -9.914 2.878 -8.370  0.06
H: -6.229 2.038 -6.312  0.08
H: -6.940 1.118 -7.632  0.09
H: -7.626 0.998 -6.008  0.08
H: -9.702 4.834 -3.795  0.09
H: -9.926 6.381 -4.619  0.09
H: -8.303 5.819 -4.221  0.08



[3]
A cluster of 7 separate species, C44H82BrNO12 in total in a non-equilibrium geometry, computed with wB97M-V/def2-TZVPD.

Summary:
- highest occupied orbital energy (eV) = -9.10
- electronic energy (eV) = -143057.770
- LUMO energy (Ha) = 0.0136
- SMILES = CC[C@H](Br)[C@@]1(N=C=O)[C@@H](CC)OC(=O)[C@]1(CC(=O)O)CC(=O)c1ccccc1.CCOCC.CCOCC.CCOCC.CCOCC.CCOCC.CCOCC

Last column: Löwdin charge in e.
CARTESIAN COORDINATES (ANGSTROEM)
C: -2.996 -1.857 6.419  -0.09
C: -4.030 -0.916 5.807  -0.29
C: -3.395 0.067 4.801  -0.55
Br: -4.108 1.856 5.190  0.84
C: -3.541 -0.351 3.312  -0.29
N: -3.307 -1.826 3.345  0.20
C: -4.216 -2.533 2.963  -0.30
O: -5.077 -3.195 2.585  0.20
C: -4.802 0.068 2.542  -0.26
C: -6.173 0.060 3.196  -0.18
C: -7.254 -0.021 2.106  -0.07
O: -4.425 1.359 2.012  0.03
C: -3.264 1.033 1.351  -0.43
O: -3.021 1.276 0.221  0.21
C: -2.412 0.282 2.410  -0.22
C: -1.620 1.463 3.053  -0.05
C: -0.697 2.154 2.073  -0.48
O: 0.400 1.768 1.798  0.15
O: -1.201 3.281 1.483  0.10
C: -1.474 -0.678 1.674  -0.03
C: -0.347 -1.141 2.581  -0.31
O: -0.517 -1.193 3.784  0.11
C: 0.999 -1.572 2.062  -0.15
C: 1.151 -2.760 1.353  -0.03
C: 2.436 -3.123 0.969  -0.07
C: 3.530 -2.324 1.280  -0.08
C: 3.361 -1.132 1.969  -0.08
C: 2.088 -0.759 2.370  -0.02
H: -3.473 -2.576 7.081  0.07
H: -2.297 -1.267 7.009  0.08
H: -2.445 -2.404 5.661  0.06
H: -4.876 -1.457 5.392  0.09
H: -4.418 -0.319 6.626  0.07
H: -2.340 0.092 5.036  0.08
H: -4.943 -0.515 1.624  0.16
H: -6.286 -0.757 3.902  0.11
H: -6.335 1.000 3.713  0.08
H: -7.045 0.688 1.311  0.08
H: -8.192 0.301 2.550  0.08
H: -7.344 -1.039 1.738  0.07
H: -1.038 1.149 3.910  0.13
H: -2.354 2.211 3.338  0.06
H: -1.479 3.889 2.181  0.12
H: -1.056 -0.184 0.801  0.13
H: -2.010 -1.539 1.279  0.13
H: 0.291 -3.373 1.128  0.11
H: 2.578 -4.059 0.448  0.10
H: 4.510 -2.662 0.972  0.11
H: 4.216 -0.520 2.213  0.10
H: 1.943 0.159 2.917  0.11
C: -9.743 -5.169 6.292  -0.08
C: -9.661 -4.119 5.196  -0.28
O: -8.351 -3.642 4.953  -0.16
C: -7.398 -4.607 4.542  -0.28
C: -7.754 -5.315 3.247  -0.08
H: -9.328 -4.781 7.223  0.08
H: -10.782 -5.453 6.462  0.08
H: -9.189 -6.073 6.034  0.07
H: -10.240 -3.245 5.494  0.12
H: -10.111 -4.492 4.269  0.11
H: -7.218 -5.331 5.345  0.11
H: -6.468 -4.061 4.403  0.09
H: -8.674 -5.896 3.337  0.07
H: -6.955 -6.000 2.962  0.08
H: -7.896 -4.591 2.444  0.08
C: 7.013 2.565 -1.863  -0.08
C: 6.077 1.530 -2.463  -0.28
O: 5.507 0.645 -1.517  -0.16
C: 4.718 1.246 -0.505  -0.27
C: 3.523 2.022 -1.032  -0.06
H: 7.818 2.080 -1.309  0.08
H: 7.448 3.177 -2.654  0.07
H: 6.494 3.233 -1.175  0.06
H: 6.636 0.900 -3.156  0.12
H: 5.292 2.020 -3.051  0.10
H: 5.343 1.879 0.137  0.11
H: 4.361 0.427 0.116  0.09
H: 3.825 2.868 -1.652  0.06
H: 2.930 2.410 -0.203  0.07
H: 2.888 1.375 -1.640  0.08
C: 5.201 7.373 -3.121  -0.08
C: 6.018 6.634 -4.168  -0.28
O: 5.698 5.260 -4.283  -0.17
C: 4.363 4.957 -4.647  -0.28
C: 3.948 5.535 -5.988  -0.08
H: 5.314 6.898 -2.145  0.08
H: 5.534 8.409 -3.048  0.08
H: 4.138 7.382 -3.365  0.07
H: 7.072 6.666 -3.888  0.12
H: 5.937 7.131 -5.141  0.10
H: 3.672 5.273 -3.857  0.11
H: 4.309 3.869 -4.688  0.11
H: 3.975 6.627 -5.985  0.06
H: 2.931 5.226 -6.234  0.08
H: 4.619 5.190 -6.776  0.08
C: 3.212 -9.029 2.741  -0.08
C: 3.332 -7.539 2.468  -0.28
O: 2.348 -7.038 1.585  -0.17
C: 1.001 -7.157 1.989  -0.28
C: 0.679 -6.430 3.282  -0.07
H: 3.251 -9.592 1.808  0.08
H: 4.028 -9.360 3.384  0.08
H: 2.274 -9.278 3.240  0.07
H: 4.289 -7.339 1.984  0.12
H: 3.332 -6.972 3.406  0.11
H: 0.702 -8.211 2.046  0.11
H: 0.420 -6.715 1.177  0.11
H: 1.215 -6.836 4.141  0.07
H: -0.388 -6.506 3.495  0.08
H: 0.951 -5.377 3.192  0.07
C: -1.246 -2.257 -2.463  -0.07
C: -0.126 -3.085 -3.055  -0.28
O: 0.090 -4.295 -2.355  -0.17
C: -0.986 -5.211 -2.315  -0.29
C: -1.438 -5.694 -3.682  -0.08
H: -1.033 -2.057 -1.411  0.07
H: -1.345 -1.306 -2.986  0.08
H: -2.211 -2.763 -2.516  0.07
H: 0.808 -2.526 -2.978  0.12
H: -0.287 -3.274 -4.123  0.11
H: -1.829 -4.786 -1.756  0.10
H: -0.625 -6.060 -1.734  0.11
H: -1.825 -4.880 -4.296  0.07
H: -2.231 -6.435 -3.575  0.08
H: -0.605 -6.148 -4.220  0.08
C: 3.785 8.762 -9.423  -0.08
C: 3.417 9.586 -8.201  -0.28
O: 4.397 9.568 -7.180  -0.17
C: 5.676 10.068 -7.526  -0.28
C: 5.672 11.519 -7.976  -0.08
H: 3.984 7.727 -9.140  0.08
H: 2.968 8.776 -10.145  0.08
H: 4.676 9.146 -9.923  0.07
H: 2.516 9.172 -7.748  0.12
H: 3.179 10.617 -8.486  0.11
H: 6.143 9.428 -8.283  0.11
H: 6.280 9.973 -6.623  0.12
H: 5.092 11.663 -8.888  0.07
H: 6.691 11.853 -8.174  0.08
H: 5.239 12.156 -7.203  0.08